a | 6
Properties=species:S:1:pos:R:3 method="wB97M-V/def2-TZVPD" gap_ev=9.104 smiles="O=C=O.N=O" e_homo_ev=-9.79
O -1.67 -1.77 -0.24
C -1.59 -0.66 0.06
O -1.56 0.43 0.36
N 1.32 0.81 0.21
O 1.84 -0.31 0.23
H 1.66 1.49 -0.63

b | 6
Properties=species:S:1:pos:R:3 method="wB97M-V/def2-TZVPD" gap_ev=9.408 smiles="O=c1[nH]oo1" e_homo_ev=-10.27
O 0.23 -1.27 -1.33
C 0.15 -0.33 -0.64
N -0.13 -0.15 0.68
O -0.26 1.23 0.61
O 0.14 1.02 -0.92
H -0.14 -0.50 1.60

Bottom line: a, by a margin of 269.3 kJ/mol.